{"formula": "C28H80CrCuN4O14P", "method": "wB97M-V/def2-TZVPD", "species": ["Cr", "Cu", "P", "O", "O", "O", "O", "C", "C", "O", "H", "H", "H", "H", "H", "H", "C", "C", "O", "H", "H", "H", "H", "H", "H", "C", "C", "O", "H", "H", "H", "H", "H", "H", "C", "C", "O", "H", "H", "H", "H", "H", "H", "C", "C", "O", "H", "H", "H", "H", "H", "H", "C", "C", "O", "H", "H", "H", "H", "H", "H", "C", "C", "C", "O", "C", "N", "H", "H", "H", "H", "H", "H", "H", "H", "H", "H", "H", "C", "C", "C", "O", "C", "N", "H", "H", "H", "H", "H", "H", "H", "H", "H", "H", "H", "C", "C", "C", "O", "C", "N", "H", "H", "H", "H", "H", "H", "H", "H", "H", "H", "H", "C", "C", "C", "O", "C", "N", "H", "H", "H", "H", "H", "H", "H", "H", "H", "H", "H"], "xyz": [[0.86217, 1.38557, -1.52275], [-2.39306, -1.56821, -0.01344], [0.18141, -0.81674, -0.89386], [1.61503, -0.32944, -0.56312], [0.06156, -0.28832, -2.35519], [-0.73299, 0.35251, -0.36557], [-0.27790, -2.23233, -0.59346], [2.49868, -4.58545, -3.69940], [1.79003, -3.45951, -2.96898], [0.48084, -3.90481, -2.60412], [1.98642, -4.69827, -4.65603], [2.48812, -5.53225, -3.16401], [3.53411, -4.28956, -3.88488], [1.63160, -2.60706, -3.63821], [2.33862, -3.16271, -2.06905], [0.23722, -3.41073, -1.79854], [6.09617, -0.42999, -2.37541], [4.89213, -1.12426, -1.76796], [4.19212, -0.22097, -0.94663], [5.89328, 0.43141, -3.01031], [6.74905, -1.16725, -2.84675], [6.70579, -0.03751, -1.55289], [5.18558, -1.99272, -1.16648], [4.30193, -1.49598, -2.61775], [3.23666, -0.47152, -0.94873], [1.84510, -4.11265, 1.75997], [0.79707, -5.01124, 1.07307], [-0.43398, -4.29696, 1.05388], [1.96935, -3.19729, 1.18322], [2.77537, -4.68745, 1.79878], [1.53699, -3.88700, 2.77972], [0.66102, -5.96212, 1.58741], [1.09539, -5.22405, 0.04020], [-0.29001, -3.52428, 0.46622], [-3.90074, -0.49178, -5.53172], [-2.61295, -0.01229, -4.88668], [-2.26859, -0.86080, -3.81353], [-4.14611, 0.13613, -6.38800], [-4.71372, -0.31508, -4.82067], [-3.91264, -1.56137, -5.72562], [-2.71373, 1.05696, -4.64903], [-1.79529, -0.01460, -5.61920], [-1.33401, -0.77348, -3.54986], [-1.23406, 3.78791, -3.77598], [-1.38006, 3.00403, -2.48657], [-0.27261, 3.22313, -1.57009], [-1.32962, 4.85393, -3.57026], [-2.07968, 3.51590, -4.41529], [-0.35942, 3.53572, -4.37146], [-1.53574, 1.93420, -2.64001], [-2.26245, 3.30407, -1.91193], [-0.42553, 4.10266, -1.21082], [-1.74876, 2.92061, 3.43484], [-1.86209, 1.99906, 2.23320], [-0.77083, 1.10675, 2.15732], [-1.03054, 3.71989, 3.25339], [-1.42059, 2.33994, 4.29692], [-2.72744, 3.34948, 3.65201], [-1.89902, 2.48403, 1.24677], [-2.80461, 1.42972, 2.28477], [-0.71749, 0.78726, 1.21324], [4.02197, -1.15520, 2.51756], [2.68630, -0.65695, 3.02850], [2.72565, -0.11159, 4.42494], [3.13124, -1.08343, 5.37667], [2.77390, -0.69322, 6.67856], [2.13788, 0.32515, 2.10223], [3.97383, -1.46685, 1.47082], [4.35492, -2.06872, 3.01614], [4.82373, -0.41542, 2.57356], [2.00983, -1.52272, 3.02238], [1.71773, 0.23715, 4.69246], [3.36742, 0.77827, 4.47843], [1.69467, -0.76641, 6.85795], [3.09051, 0.31182, 6.97459], [3.22908, -1.41958, 7.35292], [2.14334, -0.03834, 1.13898], [1.19691, 0.62405, 2.30510], [-5.75877, 0.32430, -1.84600], [-4.54912, 1.14462, -1.42060], [-4.75137, 1.91130, -0.11481], [-5.63910, 2.97445, -0.37637], [-5.98216, 3.68120, 0.79199], [-3.43994, 0.18511, -1.29459], [-6.61718, 0.95148, -2.09727], [-6.10052, -0.30192, -1.01818], [-5.52321, -0.29875, -2.70673], [-4.37498, 1.87092, -2.22577], [-3.77194, 2.27155, 0.21453], [-5.16028, 1.17765, 0.58920], [-5.09349, 4.05309, 1.31586], [-6.52869, 3.04498, 1.49607], [-6.60174, 4.54235, 0.55107], [-2.60271, 0.67910, -0.97835], [-3.18022, -0.11099, -2.23955], [-3.49002, -2.51805, 3.98833], [-2.33329, -1.54294, 3.81460], [-1.07616, -1.83287, 4.63163], [-1.23614, -1.68853, 6.03308], [-1.55489, -0.39504, 6.43784], [-1.93452, -1.59014, 2.38662], [-3.92221, -2.54409, 4.99011], [-3.17626, -3.52287, 3.70311], [-4.30205, -2.18640, 3.33949], [-2.68474, -0.51893, 3.96021], [-0.33063, -1.07729, 4.35147], [-0.69280, -2.82835, 4.40937], [-1.40749, -0.08225, 7.47208], [-2.62423, -0.17173, 6.30023], [-1.03413, 0.34186, 5.80956], [-1.36514, -0.76490, 2.19779], [-1.26038, -2.35639, 2.30475], [4.55668, 3.68155, -1.66933], [3.11742, 3.32040, -1.99674], [3.02409, 2.44297, -3.25696], [1.68615, 1.96544, -3.39049], [1.54566, 1.19083, -4.57323], [2.54026, 2.56857, -0.84752], [5.19740, 2.84143, -1.94582], [4.64377, 3.85923, -0.59900], [4.92435, 4.55468, -2.20951], [2.42569, 4.15803, -2.12193], [3.72215, 1.60023, -3.25513], [3.29220, 3.06189, -4.12068], [2.28243, 0.40189, -4.72309], [1.50015, 1.86395, -5.43618], [0.55912, 0.73177, -4.51947], [2.45630, 3.15247, -0.02212], [3.29518, 1.90230, -0.65000]], "homo_energy_ev": [-7.15, -8.03], "e_above_lowest_kj_mol": 0.0, "spin_multiplicity": 5}

=====

{"formula": "CH2O3S2", "method": "wB97M-V/def2-TZVPD", "species": ["C", "O", "O", "O", "S", "S", "H", "H"], "xyz": [[0.10986, -0.22686, -0.16838], [1.23264, -0.82052, -0.44528], [1.32231, -0.27900, 2.25158], [-0.61707, 0.81012, -1.36117], [-1.30705, -1.07808, 0.45001], [1.49507, 0.27802, 0.93840], [-0.04142, 1.55767, -1.65007], [-2.19433, -0.24133, -0.01508]], "homo_energy_ev": -9.75, "e_above_lowest_kj_mol": 233.4, "spin_multiplicity": 1}

=====

{"formula": "C37H61F6N6O3PSe2Tl", "method": "wB97M-V/def2-TZVPD", "species": ["Tl", "N", "C", "C", "C", "C", "N", "H", "H", "H", "H", "H", "H", "H", "H", "H", "H", "H", "H", "O", "C", "C", "C", "O", "C", "Se", "C", "Se", "H", "H", "H", "H", "H", "H", "H", "H", "H", "H", "C", "C", "C", "C", "C", "C", "C", "C", "N", "C", "C", "C", "C", "C", "C", "C", "C", "C", "C", "H", "H", "H", "H", "H", "H", "H", "H", "H", "H", "H", "H", "H", "H", "H", "H", "H", "H", "H", "H", "H", "H", "H", "H", "C", "N", "C", "N", "C", "N", "C", "P", "C", "C", "H", "H", "H", "H", "H", "H", "H", "H", "H", "H", "H", "H", "C", "C", "O", "C", "F", "F", "F", "C", "F", "F", "F", "H", "H", "H"], "xyz": [[-0.30254, 0.40881, -0.76506], [1.94352, 2.39646, -0.81381], [2.85385, 3.06582, -1.75383], [2.20357, 3.19412, -3.12840], [1.90298, 1.83948, -3.79743], [0.52432, 1.77541, -4.45685], [-0.50199, 1.56155, -3.43332], [1.05152, 2.91285, -0.79266], [2.32072, 2.45486, 0.12543], [3.77985, 2.48606, -1.83395], [3.12772, 4.06935, -1.40888], [2.85567, 3.79232, -3.77079], [1.27714, 3.76519, -3.00218], [1.91272, 1.06941, -3.02467], [2.68163, 1.60027, -4.52887], [0.48418, 0.94009, -5.15811], [0.36170, 2.69013, -5.04269], [-1.40791, 1.34930, -3.83381], [-0.60262, 2.37452, -2.82202], [-2.25211, -5.72237, -2.31900], [-3.17058, -5.11892, -1.40280], [-2.47013, -4.02893, -0.59476], [-3.50861, -3.40303, 0.34696], [-4.12844, -4.35652, 1.22946], [-1.35311, -4.66067, 0.24827], [-0.31592, -3.32504, 1.23828], [-1.82085, -3.01393, -1.55674], [-2.84878, -1.48591, -2.20029], [-2.70224, -6.43592, -2.77264], [-3.55482, -5.87281, -0.70820], [-4.01413, -4.67033, -1.94691], [-4.25984, -2.86774, -0.23481], [-2.99276, -2.68732, 0.98320], [-4.82399, -4.81035, 0.74749], [-0.67124, -5.22334, -0.38586], [-1.78831, -5.33637, 0.98744], [-1.47709, -3.54995, -2.43961], [-0.93433, -2.57056, -1.05648], [-5.24311, -0.16038, 1.16893], [-4.16491, 0.34359, 2.09360], [-4.50672, 0.97898, 3.29574], [-3.52615, 1.47041, 4.15796], [-3.90570, 2.17068, 5.44125], [-2.19362, 1.30802, 3.83406], [-1.79172, 0.67289, 2.62344], [-2.83917, 0.21535, 1.77034], [-0.54758, 0.43307, 2.19129], [0.64947, 0.66743, 2.97495], [1.84327, 0.15485, 2.14327], [3.17222, 0.37033, 2.86893], [3.14790, -0.39923, 4.19269], [1.98412, 0.11667, 5.04441], [2.16379, 1.61705, 5.31236], [2.20177, 2.38069, 3.98183], [3.37348, 1.86373, 3.14232], [0.88189, 2.17527, 3.23138], [0.65811, -0.11224, 4.30974], [-5.78356, -0.99601, 1.62403], [-4.82271, -0.50502, 0.22112], [-5.96881, 0.63320, 0.96668], [-5.55523, 1.10273, 3.55092], [-4.98768, 2.25773, 5.53611], [-3.48279, 3.17704, 5.47541], [-3.52857, 1.62092, 6.30627], [-1.45656, 1.70570, 4.51648], [-2.56969, -0.26283, 0.83465], [1.85733, 0.66749, 1.17696], [1.69663, -0.90756, 1.94197], [3.98741, -0.00269, 2.24170], [4.09603, -0.27275, 4.72679], [3.01313, -1.46644, 3.99355], [1.95942, -0.42244, 5.99598], [3.09255, 1.79142, 5.86653], [1.33660, 1.98541, 5.93000], [2.33583, 3.44833, 4.17947], [4.31602, 2.02895, 3.67500], [3.43234, 2.41330, 2.19616], [0.89356, 2.69513, 2.26617], [0.06373, 2.60956, 3.80636], [-0.16691, 0.19666, 4.95211], [0.51517, -1.17349, 4.08022], [2.39209, -4.18342, -4.05778], [3.05764, -4.21916, -2.75962], [4.42225, -3.73413, -2.91617], [4.51471, -2.40131, -3.51208], [3.80222, -2.41698, -4.78959], [2.41738, -2.86810, -4.69559], [1.59737, -1.89968, -3.95309], [2.15055, -1.61444, -2.18680], [2.31617, -3.43247, -1.76359], [3.96145, -1.37986, -2.61207], [1.35218, -4.48896, -3.92861], [2.88910, -4.89589, -4.72092], [4.96271, -4.43086, -3.56146], [4.90575, -3.71498, -1.93736], [4.33625, -3.08620, -5.46780], [3.81569, -1.40967, -5.21091], [0.55670, -2.23492, -3.93910], [1.62339, -0.94431, -4.48054], [1.31628, -3.84944, -1.64747], [2.80219, -3.51740, -0.79190], [4.53590, -1.37667, -1.68227], [4.08352, -0.39739, -3.07530], [-3.14319, 3.34086, -1.47205], [-1.85846, 3.87672, -0.81200], [-0.81836, 3.02340, -0.83189], [-1.46809, 5.18592, -1.57285], [-0.91449, 4.85930, -2.76764], [-0.55596, 5.92250, -0.90464], [-2.51322, 6.00196, -1.85851], [-2.21324, 4.28210, 0.65639], [-1.12314, 4.36553, 1.43395], [-3.03276, 3.37117, 1.22234], [-2.85792, 5.47860, 0.74423], [-2.98895, 3.28092, -2.55059], [-4.00923, 3.97388, -1.26932], [-3.32383, 2.33596, -1.08758]], "homo_energy_ev": [-3.74, -3.88], "charge": -1, "spin_multiplicity": 1}

=====

{"formula": "C4H5N3O", "method": "wB97M-V/def2-TZVPD", "species": ["C", "C", "C", "C", "H", "H", "H", "H", "H", "N", "N", "N", "O"], "xyz": [[-0.43336, -0.44766, 0.09958], [0.83536, 1.23327, -0.16799], [1.98624, -0.47531, 0.59853], [0.87190, -0.94880, -0.32693], [-2.28811, 1.07231, 0.32381], [1.34298, 2.22036, -0.09994], [2.98363, -1.06271, 0.46685], [1.39732, -0.12859, 1.47728], [1.14756, -1.82024, -1.02171], [-1.68840, -0.88068, 0.04207], [-0.42151, 0.93258, 0.22431], [1.73804, 0.29396, -0.51468], [-2.69264, 0.14111, -0.07843]], "smiles": "O/N=C1\\N=CN2C[C@@H]12", "homo_energy_ev": -8.85, "e_above_lowest_kj_mol": 609.2, "spin_multiplicity": 1}

=====

no.,DFT total energy (eV)
1,-147311.559
2,-28879.029
3,-215424.423
4,-10741.301